(1)
124
Properties=species:S:1:pos:R:3:mulliken_charge:R:1 method="wB97M-V/def2-TZVPD" smiles="CCCO[C@](CCCF)(CCSc1nnco1)O[C@H](O)[C@](CCOC=O)(O[C@@H](CC(=O)O)C(F)(F)C(F)F)S(=O)(=O)F.CCOP(=O)(OCC)OCC.CCOP(=O)(OCC)OCC" largest_force_ev_per_a=8.739 total_charge=0 gap_ev=8.86
S 7.5600 -3.4181 0.5930 -0.252
S 1.2317 -2.0475 -3.2300 1.464
P -2.5734 2.3462 0.5236 1.089
P -7.2973 7.9004 4.3314 1.163
F 0.0785 -4.2677 0.6844 -0.230
F -1.0756 -2.5802 -0.4105 -0.217
F -2.0637 -5.6849 0.9107 -0.250
F -2.7864 -3.6007 0.9434 -0.308
F 0.2113 -1.0253 -2.4213 -0.148
F 4.5333 0.6326 -3.9315 -0.347
O -4.0810 1.6866 0.1066 -0.302
O 5.6464 -4.7306 -3.2801 -0.327
O -5.9437 8.3066 4.8696 -0.737
O 0.9444 -7.1785 -0.9258 -0.380
O 0.4323 -2.5831 -4.3304 -0.718
O 5.6700 -3.1301 2.6984 -0.250
O -3.4190 3.6230 1.1469 -0.289
O -1.2125 2.7342 1.0564 -0.747
O 4.2635 -2.9502 -2.5449 0.770
O -8.7929 7.2198 3.9046 -0.275
O 2.2711 -1.2152 -3.8015 -0.627
O -7.1325 8.4495 2.7856 -0.416
O -1.1965 -7.8022 -0.9050 -0.568
O 4.2985 -6.5468 0.5361 -0.499
O 1.0693 -4.5177 -1.9759 -0.614
O -2.4006 2.8747 -1.0285 -0.369
O 2.9090 -4.1963 -4.0724 -0.586
O -8.1660 9.1544 4.9679 -0.376
O 2.8723 -4.8807 0.2830 0.048
N 6.2003 -1.2417 1.5323 -0.197
N 5.3121 -0.9189 2.5132 -0.402
C 2.2248 -2.6376 -0.7226 -1.802
C -1.5858 2.1105 -1.9091 -0.489
C -6.3037 7.7132 1.8945 -0.383
C 6.5818 -2.9633 -1.9621 -1.134
C 6.3949 -2.5720 1.6747 0.604
C 7.9887 -4.8617 -4.3147 -0.168
C 6.6628 -4.1078 -0.8587 0.281
C -9.0793 5.9336 4.4663 -0.219
C -2.0134 5.5584 1.6212 -1.043
C -0.7990 -3.9555 -0.3309 0.536
C 8.8719 -5.7605 -3.3320 -1.129
C 3.8008 -5.5768 1.0404 -0.075
C -0.3860 -6.9877 -1.2772 0.394
C 4.9957 -2.0267 3.2027 -0.022
C -6.9106 6.3698 1.5294 -0.891
C -4.2443 0.3954 2.1942 -1.188
C -2.2083 -4.5835 0.1135 0.096
C -8.9391 5.9039 5.9771 -1.133
C 6.4644 -5.2368 -4.3234 -0.561
C -7.6170 9.9530 6.0143 -0.337
C -0.9126 -5.8241 -2.1706 -0.896
C -2.8546 4.4237 2.1839 -0.356
C -6.7949 11.1092 5.4673 -1.024
C 1.8379 -3.3561 -2.0735 1.160
C 5.7938 -2.3816 -4.3332 -0.544
C 5.5366 -3.3410 -3.1189 0.447
C 3.1167 -3.4650 0.2731 0.631
C -0.3219 -4.3841 -1.7755 0.511
C 5.4618 -0.0485 -3.0962 0.364
C 6.3977 -0.9447 -3.9652 -0.934
C -2.2212 0.7757 -2.2539 -0.506
C -4.3873 0.4110 0.6836 -0.052
C 3.2366 -3.8805 -2.7203 -1.875
H 8.4067 -6.7711 -3.1640 0.254
H 2.8886 -3.0827 1.3138 0.648
H -3.6800 4.8424 2.7653 0.372
H 7.4569 -1.0055 -3.6051 0.361
H 3.1783 -3.4806 -4.6734 0.542
H -2.9264 -4.7030 -0.7284 0.278
H -8.4509 10.3483 6.5990 0.365
H 6.4322 -2.7464 -5.1694 0.292
H -7.9575 6.4767 1.2406 0.304
H 6.0196 -4.9514 -5.3209 0.272
H -2.2758 3.8048 2.8725 0.331
H 0.9620 -7.0310 0.0419 0.274
H -0.4748 -6.0056 -3.1978 0.534
H 4.3170 -2.1382 4.0713 0.391
H -1.6838 0.2866 -3.0664 0.384
H -0.5938 1.9653 -1.4706 0.324
H 9.1304 -5.2358 -2.3800 0.250
H 6.2701 -2.0380 -1.4055 0.327
H -6.3615 5.9041 0.7089 0.438
H -4.8758 1.1608 2.6479 0.277
H -3.2122 0.6005 2.5006 0.361
H 2.7958 -1.6902 -0.9440 0.400
H -1.4617 2.6985 -2.8201 0.334
H -3.2658 0.9011 -2.5443 0.337
H -8.4197 5.1874 4.0128 0.254
H 5.6567 -4.5312 -0.6330 -0.589
H -7.0280 9.3361 6.6961 0.314
H 4.1870 -3.1785 0.0849 -0.802
H -2.6628 6.3381 1.2164 0.245
H -2.1948 0.1037 -1.3896 -0.244
H -0.8638 -3.6969 -2.4889 0.247
H -6.1923 8.3169 0.9921 0.332
H 1.3342 -2.2857 -0.1291 0.526
H -9.5841 6.6536 6.4377 0.273
H 8.3765 -5.1185 -5.3448 0.500
H 3.3893 -4.8689 -2.1976 0.559
H -9.2026 4.9189 6.3660 0.401
H 8.2039 -3.7683 -4.1929 0.091
H -1.3921 6.0013 2.4011 0.358
H -7.4572 11.8822 5.0709 0.289
H -6.1827 11.5531 6.2538 0.328
H 9.8459 -5.9616 -3.8574 0.378
H -3.7410 -0.3511 0.2374 0.107
H 6.1065 0.7743 -2.6669 0.328
H 6.4070 -6.3614 -4.2928 0.478
H -2.0145 -5.8125 -2.3152 0.389
H -5.3085 7.5821 2.3310 0.313
H 4.1500 -5.2840 2.0643 0.403
H 7.2851 -4.9695 -1.2230 0.352
H -6.1432 10.8106 4.6438 0.285
H -4.5230 -0.5808 2.5942 0.414
H 6.4684 -0.4259 -4.9667 0.549
H -10.1028 5.6788 4.1863 0.342
H -7.9112 6.1226 6.2882 0.358
H -5.4156 0.1700 0.4085 0.348
H 4.9794 -0.5440 -2.2237 -0.239
H 4.7915 -2.1336 -4.7952 0.188
H 7.6084 -2.7645 -2.3514 0.555
H -1.3688 5.2381 0.8002 0.316
H -6.8697 5.6860 2.3835 0.035

***

(2)
16
Properties=species:S:1:pos:R:3:mulliken_charge:R:1 method="wB97M-V/def2-TZVPD" smiles="C=CC#N.[H][H].CC=O" e_above_lowest_kcal_mol=74.6 largest_force_ev_per_a=1.101 total_charge=0 gap_ev=10.33
O -0.9332 -1.7460 1.0754 -0.515
N -0.0026 2.7301 -0.8718 -0.431
C 0.5605 1.9776 -0.1943 0.313
C 2.1114 0.1545 0.1701 -0.786
C -1.8768 -0.2342 -0.5371 -0.844
C 1.2386 1.0368 0.6538 -0.121
C -1.3703 -0.6478 0.8191 0.051
H 1.3553 -2.0949 -0.5482 0.202
H 2.3407 0.0984 -0.8902 0.350
H -1.4346 0.1172 1.6219 0.412
H 0.9923 1.0750 1.7107 0.329
H 2.6056 -0.5533 0.8272 0.358
H 0.7180 -2.2007 -0.1761 -0.188
H -1.9524 0.8516 -0.6327 0.279
H -2.8727 -0.6707 -0.6757 0.329
H -1.2279 -0.6345 -1.3216 0.263

***

(3)
46
Properties=species:S:1:pos:R:3:mulliken_charge:R:1 method="wB97M-V/def2-TZVPD" e_above_lowest_kcal_mol=1.4 largest_force_ev_per_a=1.830 total_charge=+1 gap_ev=5.92
Ba 2.8822 -5.1823 3.2654 1.813
Br 1.9611 2.9540 3.5641 -0.197
Br -3.5462 2.5346 -4.2572 -0.141
Br -3.8802 5.5239 3.7113 -0.175
Br -2.2850 -1.8550 -4.0165 -0.196
Br 4.2357 -6.5749 -3.0627 -0.110
Br 3.5226 -5.4447 0.1461 -0.213
Br 3.2578 1.6861 -0.6641 -0.174
Br -0.4816 4.6308 0.7939 -0.183
O 0.9605 -1.0260 1.8076 -0.221
O 0.6728 -4.4350 1.5611 -0.732
O 2.4728 -2.4608 2.6236 -0.796
O -1.4198 -0.6641 2.0803 -0.500
O -2.7758 1.1467 2.0513 -0.525
O -1.5821 1.4845 -0.6323 -0.475
O -0.5189 -0.4242 -0.0479 -0.517
O -0.5376 -2.6410 0.9533 -0.339
C 2.1890 1.9748 0.9436 0.117
C 2.8739 2.9742 1.8184 -0.566
C -1.9336 4.4045 2.0524 -0.522
C -2.7800 0.8797 -3.6252 -0.547
C 0.4551 -3.2322 1.4966 0.547
C 2.2452 -5.4585 -1.3423 -0.443
C 1.4284 -2.1685 2.0501 0.675
C -2.5572 5.7322 2.3124 -0.633
C 2.9297 -5.2060 -2.6459 -0.604
C -2.8034 -0.1292 -4.7355 -0.503
C -1.3864 0.6008 0.1289 0.641
C -1.9819 0.4368 1.5451 0.506
B -0.4208 -1.1644 1.1681 0.892
H -3.3555 0.5333 -2.7727 0.315
H -1.8359 6.4475 2.6933 0.396
H 2.7840 4.0067 1.5022 0.382
H 1.7584 -6.4310 -1.3171 0.387
H 3.9111 2.7313 2.0141 0.441
H 2.1926 -5.1995 -3.4457 0.411
H 3.4749 -4.2674 -2.6845 0.362
H -3.8086 -0.2738 -5.1209 0.376
H -2.6460 3.7104 1.6151 0.344
H 1.4817 -4.7227 -1.0980 0.264
H -1.5328 3.9550 2.9550 0.390
H 2.1499 1.0040 1.4199 0.018
H 1.2054 2.2765 0.6040 -0.051
H -1.7765 1.0861 -3.2657 0.295
H -3.0423 6.1242 1.4262 0.393
H -2.1567 0.1225 -5.5688 0.399

***

(4)
20
Properties=species:S:1:pos:R:3:mulliken_charge:R:1 method="wB97M-V/def2-TZVPD" smiles="NCCNCC=O.O" e_above_lowest_kcal_mol=62.5 largest_force_ev_per_a=2.188 total_charge=0 gap_ev=10.31
O -0.8510 -3.3052 -1.4051 -0.678
O 2.9741 1.6569 1.2147 -0.470
N -0.0069 0.6143 1.3023 -0.383
N -1.7499 -0.4427 -0.9951 -0.431
C 1.3229 -0.0733 1.1880 -0.278
C -0.2847 1.3348 0.0343 -0.801
C -0.6780 0.5261 -1.1817 -0.380
C 2.2525 0.9211 1.8450 -0.145
H -0.9230 1.2864 -1.9371 0.333
H 2.2129 1.0451 2.9408 0.365
H -2.2279 -0.4764 -0.1116 0.159
H -2.3559 -0.4570 -1.7983 0.245
H 1.3475 -1.0146 1.7372 0.426
H -0.6392 -0.1859 1.2612 0.251
H 0.1767 0.0391 -1.6706 0.214
H -1.4180 -2.6203 -1.8028 0.346
H 0.6153 1.9077 -0.2142 0.296
H -0.4418 -2.6520 -0.8044 0.320
H -1.0123 2.1281 0.2261 0.381
H 1.6867 -0.2322 0.1712 0.231

***

(5)
6
Properties=species:S:1:pos:R:3:mulliken_charge:R:1 method="wB97M-V/def2-TZVPD" smiles=O.O e_above_lowest_kcal_mol=2.3 largest_force_ev_per_a=0.986 total_charge=0 gap_ev=11.74
O 1.3365 -0.0555 -0.0847 -0.715
O -1.4195 -0.0851 -0.0097 -0.668
H 1.1639 -0.4207 0.7939 0.363
H 1.5153 0.8645 0.0455 0.332
H -0.5008 -0.1608 -0.3204 0.393
H -1.5139 0.8416 0.2364 0.295

***

(6)
180
Properties=species:S:1:pos:R:3:mulliken_charge:R:1 method="wB97M-V/def2-TZVPD" smiles=COCCNCCOC.COCCNCCOC.COCCNCCOC.COCCNCCOC.COCCNCCOC.CC(C)O.CC(C)O.CC(C)O.CC(C)O.CC(C)O e_above_lowest_kcal_mol=147.4 largest_force_ev_per_a=2.841 total_charge=0 gap_ev=8.64
O -2.0165 0.7828 5.5485 -0.220
O -7.7973 -2.1240 2.1477 -0.306
O -3.7227 -0.8687 -7.8078 -0.539
O 8.6118 2.7987 -1.8665 -0.357
O 5.2301 0.2092 -5.4435 -0.473
O 10.6962 -4.9768 5.3771 -0.325
O 10.2242 -3.4386 -3.5556 -0.377
O -7.7699 -6.7423 0.6874 -0.271
O -14.4087 3.0012 -3.3177 -0.291
O 6.7917 -1.6586 5.0195 -0.270
O 3.2668 6.4426 3.8024 -0.520
O -8.9090 2.2538 -2.8108 -0.299
O -5.0050 4.5903 4.1330 -0.247
O 0.3269 3.1472 1.5465 -0.506
O 3.3388 -3.3879 -1.7554 -0.546
N -3.3143 3.3442 6.2426 -0.301
N 7.9503 -4.4068 4.7753 -0.407
N 8.8489 -0.2298 -2.5202 -0.209
N -6.2130 -4.3131 1.1927 -0.390
N -11.8369 1.6599 -3.7397 -0.353
C 6.0435 -2.6680 4.4401 -0.560
C -8.4044 -1.2160 3.0996 -0.772
C -2.1433 -0.6471 5.3554 -0.733
C -2.5939 -1.0855 -5.7074 -1.262
C -14.2796 1.8571 -4.1634 -0.507
C -9.2573 1.1736 -3.6908 -0.658
C -2.9650 -0.1445 -6.8583 0.491
C 0.1669 2.8651 0.2045 0.584
C 11.6247 -3.4911 -3.1501 -0.706
C 3.2015 -5.0106 -3.4382 -1.224
C 7.0109 -3.7638 3.8748 -0.786
C -6.1596 5.2543 3.7004 -0.774
C 3.2133 7.8022 3.5554 0.463
C -6.4882 -1.8390 1.6413 -0.483
C -5.8161 -5.3830 0.2601 -0.624
C 7.8577 1.6559 -1.3079 -0.627
C 6.3441 -0.0518 -7.5637 -1.291
C 9.6149 -2.1657 -3.7290 -0.385
C -13.1523 0.9908 -3.6714 -0.574
C -7.7107 2.8916 -3.1272 -0.706
C 9.4823 -1.4982 -2.3418 -0.718
C 1.1745 3.7259 -0.5078 -1.288
C -15.3811 3.9342 -3.7489 -0.775
C 2.3840 -4.2760 -2.3666 0.581
C 5.3017 0.6220 -6.7648 0.484
C 7.9384 4.0400 -1.7017 -0.687
C -6.3754 -6.7530 0.7773 -0.655
C -8.4033 -8.0125 0.8148 -0.759
C -6.0792 -2.9503 0.6269 -0.725
C 0.5091 1.4382 0.0312 -1.311
C 5.3800 2.1654 -6.6848 -1.271
C -4.4436 5.2517 5.2577 -0.614
C -3.0524 4.6831 5.7887 -0.630
C -10.7690 0.7039 -3.3630 -0.762
C 1.7874 -5.2046 -1.3202 -1.287
C 4.2710 8.4705 4.4299 -1.351
C -2.1707 2.6720 7.0018 -0.773
C 9.7660 -5.9844 5.0129 -0.669
C -2.2562 1.1504 6.9078 -0.642
C 8.6123 0.3245 -1.1735 -0.650
C 1.8078 8.2106 4.0268 -1.118
C 8.7358 -5.3930 4.0131 -0.617
C 11.5590 -5.3962 6.4426 -0.745
C -1.7064 0.7051 -7.2804 -1.175
C 6.0510 -0.4948 5.1956 -0.718
H 9.5270 0.5919 -0.6445 0.362
H 7.3495 -0.0225 -7.1438 0.358
H 12.0439 -6.3488 6.2293 0.294
H -15.1884 1.2554 -4.1701 0.361
H -13.2450 0.5825 -2.6651 0.341
H 1.1200 3.6703 -1.5950 0.389
H -15.1480 4.3359 -4.7350 0.321
H 6.4036 2.5185 -6.5599 0.303
H 9.3312 -4.8557 3.2748 0.331
H 4.3965 9.5463 4.3071 0.362
H 5.0482 2.6507 -7.6027 0.374
H -15.3337 4.8027 -3.0919 0.257
H 8.6546 -3.7471 5.0733 0.279
H -0.8584 3.0534 -0.1141 0.231
H -14.0159 2.1928 -5.1663 0.321
H 7.4787 4.1476 -0.7193 0.297
H -3.5155 -1.4548 -5.2575 0.319
H -6.3212 -0.8287 1.2677 0.438
H -7.8830 -1.0325 4.0390 0.307
H 4.7218 2.4931 -5.8801 0.335
H 4.3247 0.4576 -7.2192 0.245
H 3.5212 -4.4033 -4.2850 0.361
H -9.4849 -7.8837 0.7725 0.246
H -2.7893 5.2922 6.6535 0.328
H 6.3689 -4.4700 3.3482 0.411
H 0.5385 1.1753 -1.0262 0.325
H 1.5218 1.2947 0.4079 0.318
H 6.3553 0.4458 -8.5334 0.364
H 12.0114 -4.5073 -3.0732 0.277
H 9.5303 0.3685 -2.9650 0.225
H 7.2320 4.1577 -2.5234 0.254
H -6.5608 4.7223 2.8377 0.243
H 3.7606 -2.8883 -2.4584 0.278
H -8.6523 -0.2399 2.6825 0.285
H -8.2465 -8.4313 1.8088 0.310
H 1.7359 8.1386 5.1120 0.284
H 2.5718 -5.6701 -0.7234 0.325
H -4.2298 6.2747 4.9481 0.408
H -6.9596 2.1117 -3.0018 0.280
H -7.4785 3.7239 -2.4628 0.239
H -3.6907 2.7839 5.4912 0.276
H 10.4862 -1.3098 -1.9612 0.407
H -2.0154 -0.5553 -4.9508 0.360
H -0.1733 0.7746 0.5624 0.378
H 1.5678 9.2570 3.8381 0.333
H 6.1380 0.1427 -5.1387 0.243
H -0.2908 2.6006 2.0377 0.274
H -1.5882 0.7494 7.6701 0.438
H -7.1765 -4.3579 1.4923 0.306
H -6.9281 5.2319 4.4730 0.331
H 4.1343 -5.4592 -3.0967 0.325
H -3.6761 0.5349 -6.3884 0.158
H -12.9313 0.1712 -4.3552 0.377
H -8.5388 0.3662 -3.5496 0.420
H 1.2287 -4.5990 -0.6067 0.312
H -3.2208 0.7717 7.2459 0.385
H -2.1985 -0.8569 4.2873 0.219
H -4.7539 -5.3727 0.0154 0.407
H 6.8648 1.5297 -1.7395 0.351
H 1.0633 4.7376 -0.1177 0.297
H -1.8596 1.5080 -8.0015 0.371
H 5.4599 -2.2532 3.6182 0.403
H 6.0192 -1.0711 -7.7725 0.319
H 8.5715 4.9230 -1.7893 0.263
H -9.3432 -1.6718 3.4142 0.256
H -5.0504 -2.8471 0.2819 0.378
H 5.2437 -0.6624 5.9085 0.299
H 7.6704 1.9881 -0.2868 0.417
H 8.1075 -6.1519 3.5469 0.426
H 7.5421 -3.3117 3.0372 0.364
H 2.5653 6.0950 3.2468 0.292
H -16.4217 3.6153 -3.6883 0.293
H -6.1334 -6.9700 1.8177 0.356
H 6.6894 0.3135 5.5523 0.231
H -4.0079 -0.2676 -8.4999 0.311
H 9.2892 -6.5351 5.8238 0.403
H 4.0346 8.2501 5.4709 0.332
H 10.1182 -1.5531 -4.4770 0.330
H -1.4343 1.2774 -6.3935 0.327
H -1.1795 -1.0639 5.6475 0.294
H 8.5936 -2.3107 -4.0812 0.219
H -5.1494 5.2892 6.0874 0.343
H -6.0944 6.3234 3.4984 0.309
H 2.5315 -5.8014 -3.7755 0.317
H -9.2685 1.5459 -4.7152 0.354
H 5.2308 7.9981 4.2212 0.318
H -2.1604 3.0283 8.0319 0.386
H 11.7155 -3.0626 -2.1520 0.277
H 1.0997 7.5717 3.4989 0.357
H 12.3539 -4.7143 6.7449 0.264
H 1.1426 -5.9881 -1.7182 0.367
H -1.1482 2.9504 6.7464 0.344
H -6.8206 -2.9481 -0.1722 0.384
H -2.2352 4.7121 5.0680 0.339
H -10.8753 -0.2119 -3.9444 0.459
H 5.5176 -0.2513 4.2767 0.304
H -6.2827 -5.2754 -0.7190 0.320
H -3.0260 -1.0500 5.8520 0.294
H 10.4224 -6.6735 4.4816 0.440
H -7.6726 3.2496 -4.1561 0.294
H -0.8362 0.1408 -7.6158 0.308
H -11.8200 2.4145 -3.0686 0.219
H 8.9934 -2.1917 -1.6575 0.340
H 3.4582 7.9886 2.5097 0.247
H 2.1604 3.3079 -0.3048 0.309
H -2.0770 -1.9420 -6.1401 0.331
H -8.0407 -8.7408 0.0894 0.291
H 5.3559 -3.0950 5.1702 0.337
H 12.3880 -2.9944 -3.7491 0.294
H -5.7948 -1.9345 2.4769 0.237
H -5.8757 -7.5324 0.2021 0.463
H -10.7842 0.4169 -2.3116 0.387
H 8.0334 -0.2987 -0.4919 0.410
H 10.9545 -5.5712 7.3325 0.310
H 1.6699 -3.5629 -2.7783 0.190

***

(7)
21
Properties=species:S:1:pos:R:3:mulliken_charge:R:1 method="wB97M-V/def2-TZVPD" e_above_lowest_kcal_mol=58.1 largest_force_ev_per_a=5.840 total_charge=+1 gap_ev=11.14
O 1.8859 -1.7699 3.2315 -0.635
O 1.3465 0.9943 1.9902 -0.613
N -0.8298 -0.5886 0.0611 -0.283
C -1.1988 0.0878 -2.3164 -0.403
C 0.1078 -0.2531 -2.7766 -1.177
C -1.2253 1.7053 -0.3863 -0.818
C -1.2719 0.4721 -0.8923 0.482
H 0.1017 -0.4881 -3.9032 0.321
H -0.0337 -1.0468 -0.4662 0.359
H -1.5794 1.0142 -2.8953 0.336
H -1.4986 -1.4011 0.2668 0.395
H 1.7209 0.1460 2.0661 0.299
H -2.0317 -0.6810 -2.4409 0.261
H -1.3488 2.6016 -1.1416 0.258
H -0.8030 1.8325 0.6818 0.241
H 1.5289 -2.5106 3.6471 0.298
H 0.8729 0.5392 -2.6052 0.307
H 0.4202 -1.1716 -2.3412 0.427
H 2.6484 -2.0590 2.6680 0.332
H 1.9274 1.6092 1.5496 0.337
H -0.4465 -0.1321 0.9428 0.276

***

(8)
10
Properties=species:S:1:pos:R:3:mulliken_charge:R:1 method="wB97M-V/def2-TZVPD" smiles=Cn1nnnc1[S-] e_above_lowest_kcal_mol=44.4 largest_force_ev_per_a=6.770 total_charge=-1 gap_ev=7.00
S -1.1573 0.8498 2.8826 -0.572
N -0.3896 2.6981 -0.3893 -0.442
N -1.3258 3.2524 1.5050 -0.417
N -0.9763 3.6457 0.2478 -0.314
N -0.3442 1.6645 0.4951 0.293
C -0.9533 1.9962 1.6920 0.266
C 0.0479 -0.0868 0.2054 -0.661
H 0.4081 -0.2889 -0.7744 0.282
H -1.0003 -0.5972 0.4774 0.231
H 0.6872 -0.2201 0.9681 0.334